(1)
ORCA calculation (the ωB97M-V functional and the def2-TZVPD basis) on C13H22NPRuS5 as an isolated structure.

CARTESIAN COORDINATES (ANGSTROEM)
Ru 0.6972 -0.9757 -0.3041
S -4.0412 -3.8612 4.1847
C -3.0027 -3.2319 3.1575
S -2.4971 -4.0338 1.6739
C -1.4508 -2.8040 1.1168
C -1.3364 -1.6336 1.9705
S -0.3995 -0.3187 1.5585
S -2.2611 -1.6462 3.4033
S -0.6484 -2.9000 -0.3249
C 4.4089 0.2714 -2.6781
C 3.3327 -0.4244 -1.8526
C 2.1952 -1.0495 -2.6691
P 2.5132 0.5216 -0.5057
C 3.3377 -0.0078 1.0512
C 2.9312 -1.4910 1.2668
C 4.8526 0.1381 1.1649
C 2.4064 2.3425 -0.6918
C 3.7088 3.0936 -0.4129
C 1.8097 2.7103 -2.0539
H 4.8667 -0.4459 -3.3606
H 5.1958 0.6742 -2.0421
H 4.0007 1.0811 -3.2808
H 3.8097 -1.2494 -1.3104
H 1.6276 -0.3090 -3.2322
H 1.4593 -1.5999 -2.0174
H 2.5698 -1.8046 -3.3603
H 2.8454 0.5932 1.8233
H 3.7071 -2.1762 0.9225
H 2.0170 -1.9414 0.7739
H 2.7599 -1.6876 2.3248
H 5.3621 -0.4232 0.3795
H 5.1888 -0.2582 2.1243
H 5.1707 1.1748 1.1061
H 1.6778 2.6096 0.0828
H 4.4978 2.8118 -1.1093
H 4.0619 2.9373 0.6035
H 3.5270 4.1618 -0.5345
H 2.5371 2.5850 -2.8547
H 1.5164 3.7596 -2.0450
H 0.9264 2.1184 -2.2915
N -1.3332 0.6575 -1.9302
C -0.5499 0.0503 -1.3393
H -2.0078 1.1872 -2.4481

Atoms 1-2, force components in eV/Å:
0.466 0.925 -1.317
-0.030 -0.034 0.050

Computed properties:
spin multiplicity: 1
total charge: +2
lowest unoccupied orbital energy (alpha / beta): -9.13 / -9.13 eV

Here are the natural (NBO) charges for atoms 1 to 4, given in e:
1. Ru -0.2168
2. S 0.3617
3. C -0.6318
4. S 0.6164

***

(2)
ORCA calculation (the ωB97M-V functional and the def2-TZVPD basis) on C13H23AuCl2GeN4SSe as an isolated structure.

CARTESIAN COORDINATES (ANGSTROEM)
Au -1.6392 0.0736 0.6777
N -3.8258 -1.9805 3.7442
C -3.2919 -1.5017 2.6321
S -2.1468 -0.1369 2.8748
N -3.5882 -2.0282 1.4726
N -2.9492 -1.4732 0.4316
C -2.9972 -1.9524 -0.7600
C -2.2408 -1.2543 -1.7981
C -2.3155 -1.5968 -3.1355
C -1.6193 -0.8353 -4.0695
C -0.8783 0.2519 -3.6412
C -0.8277 0.5356 -2.2848
N -1.4642 -0.2096 -1.3888
H -3.6094 -1.6011 4.6509
H -4.4799 -2.7476 3.6893
H -3.5776 -2.8440 -0.9672
H -2.9264 -2.4345 -3.4418
H -1.6741 -1.0824 -5.1206
H -0.3414 0.8797 -4.3372
H -0.2677 1.3759 -1.9007
C 4.5780 -0.3953 -1.4635
Ge 3.7064 -0.3396 0.2868
C 4.4108 1.0720 1.4477
C 3.6278 -2.0686 1.1988
C 1.7722 0.0771 -0.1784
Se 0.7226 0.5894 1.3875
C 1.0776 2.4999 1.3756
H 5.6254 -0.6741 -1.3605
H 4.5373 0.5800 -1.9479
H 4.0993 -1.1299 -2.1108
H 5.4189 0.8009 1.7611
H 3.8218 1.1944 2.3579
H 4.4762 2.0267 0.9259
H 4.5992 -2.3247 1.6192
H 3.3442 -2.8595 0.5048
H 2.9105 -2.0496 2.0207
H 1.3243 -0.8411 -0.5589
H 1.6765 0.8585 -0.9294
H 2.1412 2.6201 1.5668
H 0.5006 2.9508 2.1780
H 0.8150 2.9245 0.4109
Cl -2.0282 3.0839 0.5213
C -3.8060 3.1261 0.4877
Cl -4.4397 1.6498 -0.2208
H -4.1004 3.9743 -0.1202
H -4.1508 3.2156 1.5116

Atoms 1-2, force components in eV/Å:
1.123 -0.666 0.197
-0.131 -0.101 -0.043

Computed properties:
spin multiplicity: 1
total charge: +2
lowest unoccupied orbital energy: -8.12 eV

Here are the natural (NBO) charges for atoms 1 to 4, given in e:
1. Au 1.0528
2. N -0.7309
3. C 0.3287
4. S -0.0739

***

(3)
ORCA calculation (the ωB97M-V functional and the def2-TZVPD basis) on C13H23Br10Cl9 as an isolated structure.

CARTESIAN COORDINATES (ANGSTROEM)
C 1.0831 -1.7455 3.4055
Cl 1.1016 -3.4447 2.7962
Cl 2.7128 -1.2303 4.0090
Cl -0.2363 -1.2566 4.5103
H 0.9097 -1.1352 2.5192
C 3.3174 0.1918 0.9407
Cl 2.9120 1.3232 -0.3739
Cl 2.2714 -1.2420 1.0974
Cl 3.4272 0.8880 2.4930
H 4.3061 -0.2202 0.7387
C -2.8957 0.7360 -1.8930
Cl -2.0386 0.9889 -3.3948
Cl -4.6228 1.0815 -1.9665
Cl -2.2609 1.7816 -0.5722
H -2.7618 -0.3160 -1.6410
Br -2.4150 -0.9320 4.9491
C -2.3031 0.6242 3.7346
C -1.1804 0.4215 2.6508
Br -1.5961 1.6555 1.2082
H -2.3408 1.5577 4.2961
H -3.2778 0.5670 3.2500
H -1.1000 -0.6110 2.3107
H -0.2198 0.7736 3.0266
Br -1.2391 -4.0255 0.8557
C -2.4869 -2.6067 1.3934
C -2.7566 -1.6795 0.2437
Br -3.8818 -0.2596 1.0750
H -2.0575 -2.0133 2.2006
H -3.3379 -3.1664 1.7815
H -3.3842 -2.1024 -0.5408
H -1.8925 -1.2172 -0.2334
Br -1.1976 6.3215 -1.9124
C -0.3042 4.5362 -2.3333
C -0.2540 3.7376 -0.9863
Br 0.9589 2.1354 -1.0701
H 0.6304 4.8564 -2.7937
H -0.9322 4.1186 -3.1203
H -1.3153 3.5285 -0.8527
H -0.0019 4.3552 -0.1242
Br 5.2863 -3.4107 -3.1695
C 4.4095 -1.6527 -2.8862
C 3.0281 -1.5315 -3.5017
Br 1.9358 -0.1096 -2.6186
H 5.1340 -0.8680 -3.1043
H 4.4168 -1.5985 -1.7976
H 2.3960 -2.3659 -3.1977
H 3.0213 -1.3702 -4.5797
Br -0.5158 -2.2159 -2.0806
C -0.3093 -0.3636 -1.4643
C 0.6862 -0.2942 -0.2949
Br -0.0820 -1.3088 1.2362
H -1.3199 -0.0286 -1.2304
H 0.0990 0.0919 -2.3665
H 0.8203 0.7569 -0.0395
H 1.6536 -0.7064 -0.5818

Atoms 1-2, force components in eV/Å:
2.933 0.036 2.986
0.401 0.592 1.791

Computed properties:
ΔE to the lowest compared entry with this formula, charge and spin: 2904.7 kJ/mol
spin multiplicity: 1
total charge: 0
lowest unoccupied orbital energy: -0.59 eV

Here are the natural (NBO) charges for atoms 1 to 4, given in e:
1. C -0.3470
2. Cl -0.0118
3. Cl -0.0639
4. Cl 0.0060

***

(4)
ORCA calculation (the ωB97M-V functional and the def2-TZVPD basis) on C13H23Cl3FeNO4P2 as an isolated structure.

CARTESIAN COORDINATES (ANGSTROEM)
Fe 0.1030 0.0886 0.6865
P 2.3425 -0.6903 0.7498
C 2.6029 -1.0275 -1.0345
C 1.2904 -1.3172 -1.7201
N 0.1581 -0.7808 -1.2185
C -1.0259 -1.0860 -1.7890
C -1.1187 -1.9223 -2.8972
C 0.0440 -2.4889 -3.4143
C 1.2621 -2.1835 -2.8093
C -2.2816 -0.5415 -1.1583
P -1.9048 0.9670 -0.1835
H 2.2076 -2.6202 -3.1317
H -2.1132 -2.1386 -3.2878
H 0.0028 -3.1575 -4.2663
H -3.0291 -0.2757 -1.9158
H -2.7277 -1.2777 -0.4689
H 3.1076 -0.1373 -1.4642
H 3.2734 -1.8947 -1.1137
H 1.8141 4.3333 -1.6142
O 2.1430 3.5713 -2.1189
H 2.6334 3.9916 -2.8363
H -0.8104 4.9958 0.6249
O -0.7488 5.3760 -0.2655
H -1.1432 6.2594 -0.1373
C -2.0272 2.3382 -1.3652
H -3.0111 2.3239 -1.8541
H -1.8407 3.3045 -0.8797
H -1.2414 2.2376 -2.1230
C -3.2712 1.0787 0.9989
H -3.1068 1.9678 1.6159
H -4.2277 1.1425 0.4688
H -3.2595 0.2113 1.6678
C 2.3551 -2.2988 1.6064
H 3.2771 -2.8488 1.3856
H 2.2648 -2.1070 2.6812
H 1.4743 -2.8918 1.3452
C 3.8482 0.1240 1.3373
H 3.7029 0.3671 2.3959
H 4.7212 -0.5317 1.2134
H 3.9895 1.0674 0.7987
Cl -1.8454 -1.4308 5.6591
C -1.6632 -2.0282 4.0180
Cl -0.6856 -3.5266 4.0062
Cl -3.2727 -2.3624 3.3078
C -0.9240 -0.9586 3.0820
O -0.5636 0.1183 3.5659
O -0.7745 -1.3396 1.8521

Atoms 1-2, force components in eV/Å:
-0.294 -0.528 1.347
0.099 0.191 0.373

Computed properties:
ΔE to the lowest compared entry with this formula, charge and spin: 0.0 kJ/mol
spin multiplicity: 5
total charge: +1
lowest unoccupied orbital energy (alpha / beta): -2.90 / -3.50 eV

Here are the natural (NBO) charges for atoms 1 to 4, given in e:
1. Fe 1.2729
2. P 0.8098
3. C -0.7559
4. C 0.2457